[1]
ORCA calculation (ωB97M-V/def2-TZVPD) on an isolated ion of composition C4H16N11 and charge +1 at a distorted geometry.

Summary:
Gap between HOMO and LUMO (eV): 9.6
ΔE to the lowest compared entry with this formula, charge and spin (kJ/mol): 0.0
E (eV): -20791.5298
SMILES string: NC(=[NH2+])N[C@]1(N)N=NNC(N)(N)C1(N)N
LUMO level (eV): -2.466
Total charge: +1

Last columns: bonded neighbours and bond lengths (Å).
Positions of all 31 atoms, in Å:
1 N 1.70362 1.99619 -3.00753  C2 1.367, H16 1.008, H17 0.984
2 C 0.64705 1.32950 -2.45332  N1 1.367, N3 1.330, N4 1.320
3 N -0.54485 1.39131 -3.04057  C2 1.330, H18 0.960, H19 0.984
4 N 0.83944 0.63272 -1.34932  C2 1.320, C5 1.518, H20 1.016
5 C -0.14621 -0.19057 -0.53948  N4 1.518, N6 1.425, N7 1.479, C13 1.530
6 N -0.11185 -1.57491 -0.87699  C5 1.425, H21 1.018, H22 1.001
7 N -1.54520 0.24094 -0.75273  C5 1.479, N8 1.220
8 N -2.34664 0.23118 0.16745  N7 1.220, N9 1.321
9 N -1.97261 -0.17445 1.36723  N8 1.321, C10 1.484, H23 0.994
10 C -0.66607 -0.69387 1.84354  N9 1.484, N11 1.395, N12 1.473, C13 1.554
11 N -0.48159 -0.40266 3.19552  C10 1.395, H24 1.031, H25 1.024
12 N -0.68558 -2.16141 1.71425  C10 1.473, H26 0.996, H27 1.011
13 C 0.41882 -0.13565 0.88114  C5 1.530, C10 1.554, N14 1.430, N15 1.513
14 N 1.70216 -0.76568 0.92110  C13 1.430, H28 1.011, H29 1.001
15 N 0.70727 1.33983 1.04870  C13 1.513, H30 0.981, H31 1.003
16 H 1.53439 2.09235 -3.99682  N1 1.008
17 H 2.52868 1.56016 -2.69460  N1 0.984
18 H -1.24318 0.93219 -2.56891  N3 0.960
19 H -0.74271 1.47851 -4.00096  N3 0.984
20 H 1.53258 0.80287 -0.62623  N4 1.016
21 H -0.75235 -1.87873 -1.60808  N6 1.018
22 H 0.82104 -1.91187 -1.01370  N6 1.001
23 H -2.84367 -0.32614 1.82198  N9 0.994
24 H -0.29324 0.59111 3.39319  N11 1.031
25 H -1.26713 -0.65478 3.80278  N11 1.024
26 H -1.57854 -2.59824 1.78124  N12 0.996
27 H -0.24678 -2.57202 0.90178  N12 1.011
28 H 2.27844 -0.37979 1.65639  N14 1.011
29 H 1.55022 -1.73350 1.12682  N14 1.001
30 H -0.09116 1.90755 1.09738  N15 0.981
31 H 1.29564 1.62785 1.80876  N15 1.003


[2]
ORCA calculation (ωB97M-V/def2-TZVPD) on a 3-piece molecular cluster, C4H16N2O2 overall at a distorted geometry.

Summary:
Gap between HOMO and LUMO (eV): 9.7
ΔE to the lowest compared entry with this formula, charge and spin (kJ/mol): 189.5
E (eV): -11481.0072
SMILES string: NCCCCN.O.O
LUMO level (eV): 0.554

Last columns: bonded neighbours and bond lengths (Å).
Positions of all 24 atoms, in Å:
1 N 2.06944 0.87869 -1.35100  C2 1.385, H7 1.051, H8 1.041
2 C 1.72299 1.20250 -0.05016  N1 1.385, C3 1.571, H9 1.067, H10 1.159
3 C 1.80551 -0.07605 0.85977  C2 1.571, C4 1.604, H11 1.166, H12 1.155
4 C 1.14555 -1.41200 0.26541  C3 1.604, C5 1.481, H13 1.081, H14 1.102
5 C -0.26001 -1.30970 -0.18873  C4 1.481, N6 1.473, H15 1.086, H16 1.090
6 N -1.20053 -0.94371 0.88383  C5 1.473, H17 0.934, H18 0.995
7 H 1.81507 1.63129 -2.03855  N1 1.051
8 H 3.10390 0.76145 -1.37235  N1 1.041
9 H 0.66195 1.30713 -0.08077  C2 1.067
10 H 1.87093 2.23232 0.46091  C2 1.159
11 H 1.29985 0.04399 1.90379  C3 1.166
12 H 2.91563 -0.26160 1.11802  C3 1.155
13 H 1.05984 -2.29303 0.88560  C4 1.081
14 H 1.92158 -1.60819 -0.49229  C4 1.102
15 H -0.26055 -0.60870 -1.01770  C5 1.086
16 H -0.71775 -2.10725 -0.77454  C5 1.090
17 H -1.16035 -1.66222 1.47858  N6 0.934
18 H -2.09631 -0.79970 0.47579  N6 0.995
19 O -3.49592 0.01200 -0.85011  H20 0.986, H21 0.902
20 H -2.69286 -0.07774 -1.41558  O19 0.986
21 H -4.15042 0.31311 -1.39207  O19 0.902
22 O -1.55244 1.91533 0.89923  H23 0.977, H24 0.968
23 H -1.31602 0.99705 1.13278  O22 0.977
24 H -2.48908 1.86502 0.66012  O22 0.968